[1]
The following is a DFT calculation (ωB97M-V with the def2-TZVPD basis set) of a molecular structure, C16H18BFMnN6 at a distorted geometry.

The geometry in XYZ format:
```
43
Properties=species:S:1:pos:R:3
C 0.5199 -1.4708 -2.4159
N 0.2857 -0.3775 -1.6343
N 1.1420 0.6312 -2.0793
C 2.0450 0.1038 -2.9492
C 1.6643 -1.2256 -3.2006
B 1.0982 1.9975 -1.3213
N -0.3758 2.5193 -1.3214
N -1.4115 1.7415 -0.8308
C -2.5430 2.4758 -0.9826
C -2.2130 3.7472 -1.4858
C -0.8284 3.7430 -1.6566
Mn -0.6387 -0.1394 0.1304
N 1.4967 1.7967 0.1702
N 0.7632 0.9525 0.9933
C 1.2928 1.0716 2.2431
C 2.3881 1.9521 2.1998
C 2.4725 2.3952 0.8764
H 0.8577 0.5575 3.0930
H 3.1235 3.0970 0.3611
H 3.0471 2.2469 3.0017
H 1.8166 2.7918 -1.8676
H -0.0984 4.4990 -1.9151
H 2.9496 0.6436 -3.2764
H -2.8608 4.5801 -1.6921
H 2.2004 -1.9285 -3.8254
H -3.5346 2.0758 -0.7839
H -0.0969 -2.3718 -2.4114
H -1.8894 0.5069 1.8511
C -2.9442 0.1467 1.6796
H -3.5868 1.0296 1.6977
H -3.0404 -0.3817 0.7300
H -3.2107 -0.5548 2.4719
F 0.6998 -5.7728 2.1353
C 0.3138 -4.5461 1.6568
C -0.9987 -4.1375 1.8343
C -1.3776 -2.8643 1.3450
C -0.4229 -2.0095 0.7828
C 0.8795 -2.4616 0.6192
C 1.2641 -3.7575 1.0234
H -1.7178 -4.7978 2.3151
H -2.4316 -2.5982 1.4082
H 1.6194 -1.8056 0.1581
H 2.2811 -4.1011 0.8721
```

total charge: +2
expectation value of S²: 9.0910
E_tot: -2224.1286 a.u.
2S+1: 6
frontier orbital gap (alpha / beta): 6.57 / 3.75 eV

Mulliken population analysis, charges in e, atoms 1 to 4: C -0.24; N -0.38; N 0.22; C -0.09


[2]
The following is a DFT calculation (ωB97M-V with the def2-TZVPD basis set) of a molecular structure, C8H24KO4 at a distorted geometry.

The geometry in XYZ format:
```
37
Properties=species:S:1:pos:R:3
K 0.8927 1.0264 -0.3927
C -1.0396 -1.2238 3.5935
C -0.4921 -0.3542 2.4475
O 0.0860 -1.1654 1.4520
H -1.8651 -1.7973 3.1719
H -1.5289 -0.5789 4.3234
H -0.2578 -1.9397 3.8474
H 0.2464 0.3551 2.8212
H -1.2249 0.3626 2.0771
H 0.9245 -1.4297 1.8374
C -1.6078 3.6371 2.8509
C -1.2020 3.6398 1.3442
O 0.1221 3.0943 1.2601
H -1.5698 2.5946 3.1670
H -2.5501 4.1676 2.9881
H -0.8829 4.1767 3.4603
H -1.0701 4.6729 1.0226
H -1.8805 3.0189 0.7592
H 0.7526 3.7759 1.5043
C 2.2410 -2.5157 -0.5397
C 2.7049 -1.9918 -1.9246
O 2.8241 -0.6194 -1.9468
H 2.5918 -2.0082 0.3589
H 2.3869 -3.5943 -0.4817
H 1.1591 -2.4258 -0.4412
H 2.0917 -2.4237 -2.7155
H 3.7461 -2.2500 -2.1178
H 3.5937 -0.3336 -1.4492
C -1.7543 -1.3438 -3.9989
C -0.4281 -0.9408 -3.3286
O -0.5290 0.2606 -2.6135
H -2.1079 -0.5161 -4.6137
H -2.5444 -1.6873 -3.3313
H -1.5260 -2.2546 -4.5524
H 0.4090 -0.6902 -3.9802
H -0.0259 -1.7161 -2.6764
H -0.6856 1.0178 -3.1824
```

total charge: +2
expectation value of S²: 0.7550
E_tot: -1219.3742 a.u.
2S+1: 2
frontier orbital gap (alpha / beta): 9.73 / 2.61 eV

Mulliken population analysis, charges in e, atoms 1 to 4: K 0.87; C -1.10; C -0.38; O -0.43


[3]
The following is a DFT calculation (ωB97M-V with the def2-TZVPD basis set) of a molecular structure, C37H27N6O6RhS2.

The geometry in XYZ format:
```
79
Properties=species:S:1:pos:R:3
Rh 0.4552 0.1036 0.6063
O -2.9282 4.2438 4.6949
C -1.7658 3.9010 4.9846
O -1.0758 4.0544 5.9985
C -1.0727 3.1034 3.8494
C 0.0173 2.2865 4.1184
C 0.5142 1.4707 3.1167
N -0.0292 1.5054 1.8997
C -1.0479 2.3167 1.5979
C -1.5959 3.1346 2.5634
C -1.5105 2.1743 0.2055
C -2.4041 3.0563 -0.3818
C -2.7239 2.9030 -1.7185
C -2.1329 1.8756 -2.4352
C -1.2660 1.0194 -1.7822
N -0.9772 1.1428 -0.4871
C 1.6017 0.4794 3.2331
C 2.3699 0.3547 4.3749
C 3.3764 -0.5959 4.4132
C 3.5855 -1.3903 3.3027
C 2.7834 -1.2152 2.1866
N 1.8114 -0.3061 2.1479
H 0.4179 2.2965 5.1229
H -2.4634 3.7561 2.3855
H -2.8117 3.8696 0.2010
H -3.4063 3.5916 -2.1989
H -2.3262 1.7347 -3.4892
H -0.7813 0.2111 -2.3029
H 2.1793 0.9983 5.2209
H 3.9865 -0.7076 5.2993
H 4.3606 -2.1426 3.2807
H 2.9233 -1.7908 1.2848
C -4.9069 -0.2211 -0.8919
C -4.2945 -0.0580 0.4585
C -4.8367 0.6538 1.4939
C -4.1326 0.7115 2.7106
N -2.9764 0.0744 2.8806
C -2.4587 -0.6041 1.8606
S -0.9496 -1.4223 1.9731
N -3.1104 -0.6643 0.6723
C -4.6618 1.4994 3.8599
H -5.8626 0.2938 -0.9442
H -5.0578 -1.2789 -1.1102
H -4.2403 0.1795 -1.6568
H -5.7809 1.1653 1.3758
H -2.5916 -1.1356 -0.0967
H -5.0297 2.4714 3.5305
H -3.8940 1.6661 4.6089
H -5.5015 0.9609 4.3074
O 6.2451 -1.1710 -4.7824
C 4.8963 -1.2371 -4.7116
O 4.2934 -1.9228 -5.4900
C 4.2326 -0.4417 -3.6349
C 2.8707 -0.1860 -3.7750
C 2.1874 0.5030 -2.7916
C 2.8304 0.8996 -1.6182
S 1.9546 1.6737 -0.2941
C 4.1973 0.6672 -1.4955
C 4.8929 0.0136 -2.4986
H 6.5803 -0.5115 -4.1644
H 2.3679 -0.5373 -4.6664
H 1.1363 0.7261 -2.9178
H 4.7017 0.9636 -0.5857
H 5.9452 -0.1928 -2.3346
O -1.5611 -1.8050 -1.2842
C -0.3646 -2.0642 -1.4218
N 0.6915 -1.4731 -0.7830
C 1.8626 -2.1157 -1.1938
O 2.9670 -1.9511 -0.7285
C 1.5198 -3.0812 -2.2813
C 2.3161 -3.8728 -3.0791
C 1.6691 -4.6721 -4.0186
C 0.2811 -4.6738 -4.1294
C -0.5094 -3.8673 -3.3132
C 0.1469 -3.0720 -2.3985
H 3.3939 -3.8585 -2.9887
H 2.2532 -5.2981 -4.6800
H -0.1881 -5.3096 -4.8690
H -1.5882 -3.8587 -3.3953
```

E_tot: -3113.2848 a.u.
relative energy (zero: lowest compared OMol25 entry of this formula, charge and spin): 1.5 kJ/mol
frontier orbital gap: 7.02 eV

Mulliken population analysis, charges in e, atoms 1 to 4: Rh 0.18; O -0.69; C 0.23; O -0.73


[4]
The following is a DFT calculation (ωB97M-V with the def2-TZVPD basis set) of 2 unconnected molecules or ions with the total composition C4H9O2 at a distorted geometry.

The geometry in XYZ format:
```
15
Properties=species:S:1:pos:R:3
C -0.8204 -0.9522 -0.2725
C -2.0539 -1.5443 -0.9322
H 0.1037 -1.4107 -0.6373
H -0.7428 0.1319 -0.3990
H -0.9044 -1.0675 0.8025
H -2.4650 -2.4301 -0.4405
H -1.8948 -1.7976 -1.9890
H -2.8688 -0.8187 -1.0120
C 1.8429 1.0787 1.2449
C 1.4531 1.8721 -0.0386
O 0.3074 2.3737 0.0055
O 2.2978 1.9046 -0.9576
H 1.3355 0.1048 1.2223
H 1.5063 1.7108 2.0732
H 2.9034 0.8448 1.3302
```

total charge: -1
E_tot: -308.3372 a.u.
relative energy (zero: lowest compared OMol25 entry of this formula, charge and spin): 20.3 kJ/mol
frontier orbital gap: 7.66 eV

Mulliken population analysis, charges in e, atoms 1 to 4: C -0.66; C -0.98; H 0.29; H 0.21


Which value of E_tot does entry 1 give? -2224.1286 a.u.


Among the records above, which one has the highest E_tot? C4H9O2


Number 2 is which compound? C8H24KO4


Number 1 is which compound? C16H18BFMnN6